# 1
17
Properties=species:S:1:pos:R:3:forces:R:3 method="wB97M-V/def2-TZVPD" de_lowest_kcal_mol=104.6 total_charge=0
C -2.2532 -0.5754 0.3571 0.03 -0.05 0.03
C -1.6523 0.7171 -0.1219 0.05 0.22 0.31
O -1.0966 1.4995 0.6138 -0.34 -0.35 -0.27
C 0.8219 -1.2561 -0.3495 -0.03 -0.18 -0.22
C 1.7578 -0.3917 -0.7410 -0.03 -0.13 -0.03
C 1.9590 -0.0964 0.7218 0.24 0.20 0.16
O 0.8977 -1.0656 1.0151 -0.02 -0.12 0.03
H -3.2874 -0.3811 0.6652 0.10 -0.01 -0.04
H -2.2786 -1.3268 -0.4381 0.00 0.12 0.10
H -1.6846 -0.9358 1.2173 -0.13 0.03 -0.09
H -1.7737 0.9474 -1.2026 0.09 0.02 0.12
H 0.5526 2.2782 -0.5390 0.13 0.11 -0.14
H 0.1304 -1.9792 -0.7693 0.13 0.11 0.02
H 2.1947 -0.0592 -1.6694 -0.08 -0.08 0.15
H 1.1251 2.1721 -1.0039 -0.03 0.17 -0.03
H 1.6847 0.8940 1.0921 0.00 -0.14 -0.09
H 2.9024 -0.4410 1.1524 -0.11 0.06 -0.01

# 2
6
Properties=species:S:1:pos:R:3:forces:R:3 method="wB97M-V/def2-TZVPD" de_lowest_kcal_mol=61.8 total_charge=-1
N -0.5718 0.4066 -0.5974 1.37 3.48 1.39
O 1.4011 -0.1508 1.0865 2.32 1.92 1.34
O -0.8402 -1.0140 1.3078 -1.54 -0.53 2.01
F -0.3150 0.1978 -1.9920 0.62 0.27 -0.07
S 0.3213 -0.8540 0.4758 -1.09 -1.85 -3.14
H 0.0046 1.4145 -0.2807 -1.68 -3.30 -1.53

# 3
39
Properties=species:S:1:pos:R:3:forces:R:3 method="wB97M-V/def2-TZVPD" de_lowest_kcal_mol=82.5 total_charge=-1
O -3.2683 2.6768 7.3675 -1.51 -0.57 -3.91
V -4.0607 2.7251 5.9096 -0.78 -0.79 3.77
O -4.2670 1.2523 5.1950 0.26 2.52 1.70
C -7.2896 5.0391 7.6592 3.96 -5.22 -1.80
C -6.1315 4.4183 7.0040 -1.29 3.46 -0.07
C -4.9954 5.4208 6.3769 -4.29 2.05 4.07
O -4.1453 4.9069 5.6592 2.15 -2.87 -1.96
C -5.0910 6.7664 6.8336 2.52 -4.16 -3.06
C -6.1373 7.2296 7.5635 0.09 5.05 2.71
C -7.3092 6.3618 7.9502 -4.61 2.85 1.38
O -8.4240 6.8051 8.4474 3.50 -0.07 -0.99
O -5.9843 8.4406 7.9829 -1.60 -2.65 -0.48
O -5.9728 3.1894 6.7067 1.50 -0.69 -0.82
H -8.0195 4.3654 8.0832 -0.25 0.13 -0.15
H -4.2502 7.3959 6.5823 -0.17 0.38 0.03
F -2.8356 3.0755 4.2765 -0.17 1.19 -0.66
C -1.7568 2.8123 3.5130 1.97 -1.14 0.48
C -0.9285 1.7987 3.9346 2.11 -1.51 0.10
C 0.3557 1.5822 3.3376 -1.80 0.93 0.23
C 0.6587 2.4013 2.2730 1.41 -1.77 -0.57
C -0.2424 3.2554 1.7477 1.32 0.78 -0.13
C -1.3505 3.5737 2.4543 -2.23 1.84 -0.77
H -1.1102 1.1248 4.7588 -0.75 0.32 0.22
H 1.0354 0.8216 3.6924 -0.12 0.03 0.19
H 1.5631 2.3876 1.6828 0.52 -0.66 0.45
H 0.1894 3.7687 0.9013 -0.96 0.68 -0.18
H -1.8353 4.4795 2.1211 -0.76 -0.11 0.26
F -0.7945 3.7926 6.2342 0.15 -1.05 0.17
C 0.0256 4.8204 6.4331 1.10 0.59 -0.99
C 1.3865 4.7522 6.0363 0.07 0.57 -0.17
C 2.1571 5.9190 6.0303 -1.26 1.16 1.03
C 1.5880 7.1156 6.5012 -1.48 -0.83 -0.39
C 0.2159 7.1583 6.8676 1.22 -0.82 -0.04
C -0.5854 5.9812 6.8391 1.36 1.77 0.42
H 1.8918 3.8748 5.6605 -0.58 -0.45 0.04
H 3.1741 6.0709 5.7001 0.18 -0.99 -0.16
H 2.1962 8.0074 6.4674 -0.15 0.19 0.18
H -0.1353 8.1270 7.1910 -0.54 -0.14 0.07
H -1.6151 5.9778 7.1650 -0.13 -0.01 -0.22

# 4
57
Properties=species:S:1:pos:R:3:forces:R:3 method="wB97M-V/def2-TZVPD" total_charge=0
O 4.7035 -4.6859 1.2523 0.13 0.06 0.12
S 4.8090 -3.7098 0.2073 -0.12 0.08 -0.47
O 5.4257 -2.3551 1.0774 -0.11 0.01 0.35
F 4.7885 -1.1471 0.7140 0.11 -0.17 -0.15
O 3.3592 -3.1118 -0.1260 0.13 -0.04 0.08
P 2.1925 -2.7583 1.0241 -0.44 0.36 0.11
S 1.1031 -1.2374 0.6900 0.14 -0.15 -0.07
H 1.5291 -3.9837 1.0693 0.05 -0.15 -0.01
H 2.9570 -2.7499 2.1901 0.14 -0.05 0.04
C -0.5228 -1.4318 -3.8778 -0.04 -0.03 0.04
O 0.4825 -0.8084 -3.1123 -0.01 0.07 -0.08
C 1.7503 -1.4479 -3.1483 0.06 -0.08 0.10
C 2.7659 -0.6158 -3.8967 0.00 0.06 -0.07
N 2.4676 -0.5604 -5.3191 -0.12 0.07 0.05
C 3.2728 0.3831 -6.0830 0.01 -0.10 -0.07
C 3.1924 1.8613 -5.7227 0.11 0.06 0.00
O 1.9491 2.4660 -6.0173 -0.06 -0.03 -0.02
C 0.9470 2.3101 -5.0331 -0.03 0.06 -0.02
H -1.4670 -0.9573 -3.6158 0.00 0.01 0.00
H -0.3638 -1.3198 -4.9572 0.03 -0.03 0.01
H -0.5927 -2.5007 -3.6502 -0.01 0.00 0.00
H 1.6627 -2.4444 -3.5944 0.02 0.02 -0.04
H 2.0863 -1.5619 -2.1152 -0.04 -0.01 0.00
H 3.7551 -1.0666 -3.7621 0.01 0.02 -0.01
H 2.7893 0.3751 -3.4216 0.03 -0.03 0.04
H 1.4881 -0.3384 -5.4431 0.03 0.00 -0.01
H 2.9884 0.2840 -7.1333 0.03 0.00 0.00
H 4.3218 0.0753 -6.0082 0.00 0.00 0.02
H 3.9311 2.3860 -6.3337 -0.01 0.02 0.01
H 3.4574 2.0435 -4.6734 -0.03 -0.04 0.00
H 1.3723 2.2968 -4.0251 -0.01 -0.01 0.01
H 0.3602 1.3972 -5.1748 0.03 0.00 0.04
H 0.2722 3.1615 -5.1187 0.00 0.00 0.00
C -5.0280 -0.5522 5.8354 -0.04 -0.02 0.01
O -5.1612 0.3763 4.7820 0.06 -0.04 -0.02
C -4.9113 1.7287 5.1390 -0.08 0.08 0.04
C -3.6341 2.2400 4.5128 0.07 -0.02 -0.02
N -2.4658 1.6002 5.0949 -0.06 -0.13 -0.06
C -1.2044 1.8882 4.4243 0.03 0.03 0.13
C -1.0467 1.4704 2.9681 0.07 0.09 -0.10
O -0.9927 0.0732 2.7652 -0.04 -0.01 0.11
C -2.2373 -0.5877 2.6838 0.03 -0.06 -0.07
H -5.4216 -1.5020 5.4777 0.01 0.00 -0.01
H -3.9848 -0.6986 6.1384 -0.01 0.03 0.02
H -5.6017 -0.2426 6.7149 0.00 -0.01 0.01
H -4.8726 1.8333 6.2280 0.04 0.01 -0.01
H -5.7480 2.3269 4.7683 -0.02 -0.02 0.01
H -3.5687 3.3186 4.6892 0.02 0.01 -0.02
H -3.7148 2.0892 3.4268 -0.03 0.04 0.01
H -2.6109 0.5988 5.1144 0.01 0.02 -0.01
H -0.4100 1.4001 4.9941 0.01 0.02 0.00
H -1.0234 2.9668 4.4881 -0.01 0.01 -0.01
H -0.0843 1.8559 2.6215 -0.01 -0.02 -0.02
H -1.8178 1.9135 2.3247 -0.04 -0.02 0.05
H -3.0017 0.0463 2.2243 -0.01 -0.01 0.01
H -2.6002 -0.9201 3.6620 -0.02 0.04 -0.01
H -2.0913 -1.4705 2.0604 -0.01 0.01 -0.01

# 5
8
Properties=species:S:1:pos:R:3:forces:R:3 method="wB97M-V/def2-TZVPD" de_lowest_kcal_mol=15.0 total_charge=-1
C -0.4616 0.5283 -1.5580 1.41 0.80 -1.26
N 1.1540 0.0039 0.8918 0.22 -0.46 0.33
N -0.0895 -0.3124 0.9333 0.23 0.33 0.94
O -0.2391 1.6718 -1.8680 -0.80 -0.40 1.42
O -0.9606 0.2225 0.1351 0.39 1.15 -0.62
O -0.4370 -0.5679 -2.0037 -0.31 -1.13 -0.29
O -0.6137 -1.0418 1.7776 0.25 -0.87 0.85
H 1.6474 -0.5045 1.6918 -1.38 0.58 -1.37

Here are the calculated max |F| numbers, same order: 0.011, 0.078, 0.132, 0.011, 0.040 (Eh/bohr).
Here are the calculated frontier orbital gap numbers, same order: 10.0854, 7.9161, 6.3594, 8.1773, 9.7908 (eV).
Here are the calculated E_HOMO numbers, same order: -0.330, -0.134, -0.164, -0.315, -0.202 (Ha).